[1]
{"formula": "C27H44BrNP2STi", "method": "the ωB97M-V functional and the def2-TZVPD basis", "orbital_gap_ha": [0.13178, 0.12741], "charge": 4, "energy_ha": -5612.6518, "relative_energy_kj_mol": 0.0, "e_homo_ha": [-0.707, -0.714], "species": ["C", "C", "H", "C", "C", "C", "C", "C", "H", "P", "C", "H", "H", "H", "H", "C", "H", "H", "H", "N", "H", "C", "H", "C", "C", "C", "H", "H", "H", "H", "H", "H", "C", "C", "C", "H", "H", "H", "C", "H", "H", "H", "H", "C", "C", "Br", "C", "H", "H", "H", "H", "H", "C", "H", "H", "C", "H", "H", "C", "C", "Ti", "H", "H", "H", "C", "H", "H", "H", "H", "C", "S", "H", "C", "H", "P", "H", "H"], "positions_angstrom": [[0.945, 3.022, -2.038], [-2.509, -0.372, -1.823], [4.592, -0.475, -1.822], [-1.663, -0.184, 4.313], [1.110, -0.967, 4.167], [2.409, -0.164, -1.609], [-3.241, 1.077, 1.400], [3.314, 0.646, 1.038], [-2.583, 0.016, 3.746], [2.039, -0.417, 0.203], [4.779, 0.200, 1.108], [-3.686, -3.567, -1.397], [2.005, 3.775, -3.759], [1.838, 3.779, 1.182], [1.964, -1.220, 3.515], [-2.453, -2.621, 0.154], [-1.813, -0.989, 5.030], [-2.297, 4.223, 0.375], [-3.604, -0.172, -3.669], [2.888, 4.412, -1.968], [4.045, -3.733, 0.001], [-2.960, 3.468, 0.786], [0.529, -2.701, -1.398], [3.809, 0.257, -2.067], [2.694, -2.136, 0.495], [3.876, -2.692, -0.312], [3.569, 5.072, -0.095], [5.267, 0.120, 0.127], [-2.154, -1.179, -3.829], [4.818, -2.161, -0.131], [-4.345, -3.652, 0.243], [1.318, -0.040, 4.719], [-3.803, -3.004, -0.461], [-2.477, 2.153, 0.919], [-1.030, -3.699, -2.538], [-3.366, -0.076, -1.200], [-5.179, 0.548, 2.245], [3.811, 0.349, -3.164], [-4.522, 1.324, 1.839], [5.349, 0.956, 1.670], [3.249, 1.631, 0.561], [-2.834, 0.040, 1.446], [-1.901, -3.465, -3.167], [-0.377, -2.441, -1.965], [0.920, 3.021, -0.632], [-6.714, 2.953, 2.471], [-2.993, -0.933, -3.162], [-0.309, -4.233, -3.171], [-0.046, -1.775, -2.775], [-1.312, 0.738, 4.794], [-1.849, -3.521, 0.356], [2.122, -1.091, -2.126], [1.871, 3.764, 0.096], [4.916, -0.755, 1.638], [3.693, -2.713, -1.393], [2.839, 4.468, -0.631], [1.828, -2.797, 0.348], [-4.432, -2.127, -0.653], [0.025, 2.169, 0.077], [-4.249, 3.732, 1.217], [-0.390, 0.021, 0.920], [-2.610, -2.146, 1.138], [2.937, -2.186, 1.568], [0.907, -1.798, 4.859], [1.961, 3.746, -2.668], [-4.679, 4.718, 1.143], [-3.623, -1.824, -3.036], [-1.930, 0.549, -1.990], [0.193, 2.471, -2.611], [-4.949, 2.639, 1.761], [-0.384, -0.756, 3.142], [2.940, 0.783, 2.060], [-1.140, 1.952, 0.569], [4.109, 1.239, -1.675], [-1.416, -1.463, -0.823], [-1.349, -4.390, -1.745], [1.694, 0.602, -1.941]], "mulliken_charge": [-0.177, -0.352, 0.311, -0.952, -0.873, 0.027, 0.524, -0.141, 0.198, 1.256, -1.436, 0.301, 0.438, 0.567, 0.212, -0.554, 0.489, 0.594, 0.438, -0.358, 0.455, -0.724, 0.361, -1.668, -0.453, -1.464, 0.442, 0.265, 0.359, 0.301, 0.459, 0.394, -1.390, 1.720, -1.384, 0.298, 0.566, 0.451, -1.160, 0.454, 0.066, -0.342, 0.308, -0.366, 0.901, 0.001, -1.344, 0.438, 0.503, 0.424, 0.543, 0.591, -0.501, 0.351, 0.314, -0.417, 0.579, 0.323, 0.470, -0.796, -2.090, 0.294, 0.492, 0.463, -0.622, 0.532, 0.306, 0.317, 0.591, -0.043, 0.450, 0.598, -0.296, 0.326, 1.361, 0.337, 0.147]}

=====

[2]
{"formula": "C11H17N5O3", "method": "the ωB97M-V functional and the def2-TZVPD basis", "orbital_gap_ha": 0.35452, "energy_ha": -928.7740, "relative_energy_kj_mol": 436.6, "e_homo_ha": -0.344, "species": ["H", "H", "N", "C", "C", "C", "N", "H", "O", "C", "H", "C", "H", "H", "H", "N", "H", "C", "C", "H", "C", "C", "H", "H", "N", "H", "H", "H", "O", "N", "H", "C", "H", "C", "H", "O"], "positions_angstrom": [[-3.148, -0.829, 0.656], [5.097, 0.855, -0.728], [-3.352, -2.267, -1.420], [-1.471, -2.057, -0.023], [-1.146, 0.011, 1.004], [2.702, 2.427, -1.314], [0.505, 0.939, -0.647], [4.310, -0.107, 0.558], [-0.682, 2.827, -1.597], [4.261, 0.841, -0.013], [1.716, 1.339, 1.028], [-0.726, 0.186, -0.448], [1.700, -0.321, 0.442], [4.439, 1.691, 0.641], [-1.596, 0.649, -0.942], [-2.429, -2.889, -0.766], [2.968, 0.328, -1.639], [2.936, 0.986, -0.779], [0.435, 2.203, -1.261], [-3.488, -0.474, 3.245], [-0.631, -1.223, -0.991], [-2.117, -1.152, 1.002], [-0.298, -0.206, 1.644], [-1.365, -2.338, 2.681], [-4.217, -1.712, -2.076], [-0.803, -2.741, 0.468], [-0.977, -1.271, -2.036], [-1.628, 0.935, 1.347], [-2.613, -0.890, 3.403], [1.445, 2.916, -1.606], [-0.269, 3.557, -2.076], [1.723, 0.693, 0.123], [-3.077, -2.628, 2.341], [-2.295, -1.826, 2.368], [0.403, -1.596, -1.036], [3.685, 3.143, -1.554]], "nbo_charge": [0.206, 0.234, 0.191, -0.054, -0.408, 0.656, -0.436, 0.204, -0.649, -0.605, 0.201, -0.043, 0.208, 0.225, 0.232, -0.311, 0.229, -0.323, 0.763, 0.469, -0.427, -0.266, 0.208, 0.178, -0.065, 0.216, 0.228, 0.229, -0.722, -0.655, 0.519, -0.204, 0.177, -0.049, 0.218, -0.571]}

=====

[3]
{"formula": "C5H2F3N", "method": "the ωB97M-V functional and the def2-TZVPD basis", "orbital_gap_ha": [0.26956, 0.26273], "energy_ha": -545.8083, "relative_energy_kj_mol": 290.6, "e_homo_ha": [-0.351, -0.335], "species": ["H", "C", "C", "C", "F", "C", "C", "F", "N", "H", "F"], "positions_angstrom": [[-0.576, 0.005, -0.551], [0.372, -0.107, 2.661], [1.386, -2.086, 0.273], [-0.587, -0.394, 0.549], [-0.559, -0.505, 3.441], [0.349, -1.513, 0.833], [0.024, 0.759, 1.542], [1.024, 1.354, 0.959], [2.310, -2.717, 0.020], [-1.624, -0.712, 0.902], [-0.893, 1.767, 1.717]], "nbo_charge": [0.246, 0.451, 0.070, -0.534, -0.276, 0.043, 0.550, -0.290, -0.192, 0.261, -0.331]}

=====

[4]
{"formula": "C39H37Br2IN6NaO2S", "method": "the ωB97M-V functional and the def2-TZVPD basis", "orbital_gap_ha": 0.11021, "charge": -1, "energy_ha": -7993.5999, "relative_energy_kj_mol": 0.0, "e_homo_ha": -0.079, "species": ["C", "C", "H", "H", "H", "H", "C", "C", "C", "C", "H", "C", "H", "C", "H", "O", "H", "C", "C", "H", "C", "S", "C", "C", "H", "H", "H", "N", "C", "H", "C", "C", "C", "Na", "H", "N", "I", "C", "H", "H", "C", "C", "H", "H", "H", "H", "H", "H", "H", "H", "C", "C", "H", "H", "H", "C", "C", "C", "H", "C", "H", "O", "C", "Br", "C", "C", "C", "C", "H", "C", "C", "C", "C", "N", "N", "C", "C", "C", "H", "Br", "H", "N", "H", "H", "N", "C", "H", "H", "H"], "positions_angstrom": [[2.253, -2.083, 1.421], [-0.431, 0.935, -4.900], [5.646, 3.301, 0.108], [1.347, 2.835, 0.626], [-3.839, 1.504, 0.376], [-4.728, 0.865, -1.026], [-4.190, -2.012, 2.691], [-0.822, 3.263, -4.425], [4.300, -2.245, -0.622], [3.080, 4.074, 0.161], [7.466, -2.485, -1.820], [-3.402, -1.151, 0.523], [3.732, 4.569, 0.880], [-0.134, -0.599, -2.909], [-0.670, 3.666, -1.011], [-3.052, -0.238, -0.468], [-1.465, -0.470, 3.265], [-3.351, -3.536, 1.023], [-4.669, -1.813, 4.004], [-0.129, 4.902, -2.200], [-0.093, -1.644, -3.862], [2.654, -1.817, -1.123], [1.376, -1.938, 2.625], [0.846, -2.255, 4.941], [5.614, 2.499, -1.472], [7.852, -3.276, 0.497], [-5.257, -0.418, 5.503], [3.447, -2.778, 1.581], [5.361, -2.163, -1.505], [2.261, 3.709, -2.344], [-0.292, -0.182, -5.750], [4.517, -2.691, 0.682], [-4.657, 0.570, 3.653], [-0.630, -0.170, 0.167], [-4.107, -4.167, 2.914], [1.881, -1.564, 0.334], [-0.987, 2.510, 1.732], [1.694, -2.480, 3.862], [5.175, -1.829, -2.521], [2.331, 4.786, -0.183], [-0.317, 0.737, -3.498], [4.354, 1.503, 0.050], [4.641, 1.422, 1.099], [-1.835, 4.484, -2.051], [1.382, 1.707, -1.444], [5.963, -3.410, 2.084], [-0.040, -2.289, -5.907], [2.808, 0.835, -1.956], [3.660, 2.796, -2.933], [-1.053, 4.272, -4.748], [-3.901, -3.330, 2.248], [-0.668, 2.984, -3.046], [-4.827, -2.687, 4.633], [4.676, 0.595, -0.460], [3.679, -3.090, 2.503], [-0.693, 2.255, -5.335], [-3.962, -0.856, 1.841], [5.021, 2.753, -0.595], [1.089, -2.659, 5.916], [-0.132, -1.441, -5.242], [-4.830, 1.562, 4.081], [-0.038, -0.751, -1.657], [-3.095, -2.447, 0.170], [-0.018, -3.429, -3.214], [2.435, 2.780, 0.720], [6.860, -2.983, 0.175], [5.798, -3.052, 1.072], [2.471, 1.718, -1.418], [2.576, -3.090, 4.014], [3.043, 3.005, -2.060], [-0.562, -1.045, 3.471], [-3.733, 1.030, -0.596], [6.646, -2.537, -1.115], [3.914, 3.674, -1.028], [0.255, -1.250, 2.444], [-0.823, 4.072, -2.014], [-0.300, -1.514, 4.753], [-4.214, 0.467, 2.342], [-3.124, 1.620, -1.287], [-0.318, 0.035, -7.652], [-0.981, -1.302, 5.565], [-0.411, 1.770, -2.620], [4.323, 4.505, -1.437], [-2.637, -2.618, -0.801], [2.911, 1.623, -0.032], [-4.893, -0.551, 4.482], [-0.809, 2.447, -6.393], [2.662, 2.655, 1.777], [-3.118, -4.540, 0.688]], "mulliken_charge": [0.191, 0.755, 0.285, -0.893, 0.194, 0.252, 1.353, -0.967, 0.512, -0.713, 0.394, -0.192, 0.242, -0.304, -0.165, -0.199, 0.480, -0.611, -0.867, 0.408, 0.199, -0.052, 0.510, -0.628, 0.423, 0.379, 0.353, -0.095, -0.479, 0.346, 0.016, -0.222, -0.656, 1.100, 0.287, 0.319, -0.618, -0.678, 0.467, 0.421, -0.164, -0.013, 0.559, 0.417, -1.047, 0.370, 0.418, 0.483, 0.224, 0.487, -0.962, 0.558, 0.265, -0.287, 0.035, -1.030, 1.376, -0.811, 0.391, -0.378, 0.285, -0.387, -0.199, -0.247, 0.469, -0.550, -0.609, 1.034, 0.302, -0.925, -0.362, -0.286, -0.777, 0.010, 0.469, -1.118, -1.014, -1.205, -0.323, -0.305, 0.475, 0.223, 0.284, 0.407, 0.095, -0.579, 0.322, 0.674, 0.394]}